Below is C13H21AsN3O4S5Sn as an isolated structure, with properties calculated with wB97M-V/def2-TZVPD.

Strongest force on any atom   0.67 eV/Å
Frontier orbital gap   7.39 eV
Total energy   -5414.3529 a.u.
HOMO   -5.12 eV
LUMO   2.261 eV

Geometry as ORCA input:
```
! RIJCOSX wB97M-V def2-TZVPD def2/J DEFGRID3
* xyz -1 1
Sn 0.50721 1.06924 -2.24215
C 2.67628 -1.85144 4.43984
C 2.54261 -0.84429 3.32623
C 1.29807 -0.56299 2.77177
C 1.17453 0.32807 1.71997
C 2.30240 0.96718 1.23319
C 3.55005 0.73010 1.79769
C 3.66457 -0.18623 2.82837
S 2.17259 2.14348 -0.08960
O 2.94568 3.27718 0.33714
O 0.71565 2.39272 -0.28145
N 2.60996 1.51247 -1.47944
C 3.45056 0.30950 -1.44471
C 2.64081 -0.94708 -1.05629
O 3.22172 -1.92371 -0.59891
O 1.36943 -0.84353 -1.27959
H 1.81606 -1.81776 5.11040
H 3.57754 -1.66678 5.02567
H 2.74141 -2.86400 4.03414
H 0.41520 -1.04944 3.17183
H 0.21515 0.54879 1.27150
H 4.41096 1.28399 1.44422
H 4.63909 -0.39738 3.25342
H 4.31070 0.39645 -0.78330
H 3.83414 0.14422 -2.45448
S -0.60938 6.45608 -1.23965
As -0.71547 4.65144 -2.22194
S 0.79394 3.85137 -3.44020
S -2.13690 3.15974 -1.38502
S -2.78945 4.23045 -3.10898
C -4.06583 -1.85433 -2.44825
C -3.34574 -1.34233 -1.20542
C -2.83384 -2.52455 -0.38763
C -4.29705 -0.48414 -0.36293
N -2.19746 -0.55743 -1.70426
N -1.25366 -0.14449 -0.73154
H -4.95454 -2.42788 -2.17406
H -3.39440 -2.48991 -3.02820
H -4.37527 -1.01957 -3.08562
H -3.64922 -3.22774 -0.20761
H -2.44654 -2.20654 0.58192
H -2.03706 -3.04128 -0.92769
H -5.20850 -1.03770 -0.12038
H -4.58015 0.42225 -0.90657
H -3.83207 -0.18284 0.58046
H -2.53762 0.29418 -2.13901
H -0.64684 -0.92070 -0.49122
H -1.68931 0.24717 0.09839
*
```